Below is a cluster of 2 separate species, C9H14 in total, with properties calculated with ωB97M-V/def2-TZVPD.

## Properties
Energy relative to the best compared isomer or geometry (same formula, charge and spin) = 9.9 kJ/mol
E_LUMO = 1.0 eV
SMILES = Cc1ccccc1.CC

Element x y z (Å)
C1 1.126 1.787 -0.070
C2 0.653 2.350 3.662
C3 0.560 1.745 2.277
C4 -0.274 0.029 0.797
C5 0.377 0.628 -0.273
C6 -1.342 -3.238 -3.505
C7 1.212 2.338 1.199
C8 -0.569 -2.300 -2.577
C9 -0.179 0.590 2.062
H1 0.303 0.250 -1.283
H2 0.432 -2.102 -2.962
H3 -0.838 -0.874 0.596
H4 -1.064 -1.330 -2.515
H5 -2.295 -3.493 -3.046
H6 -1.559 -2.736 -4.448
H7 1.611 2.258 -0.915
H8 -0.713 0.145 2.895
H9 -0.493 -2.700 -1.570
H10 -0.350 2.542 4.046
H11 1.182 1.714 4.369
H12 1.806 3.225 1.383
H13 -0.764 -4.133 -3.721
H14 1.177 3.303 3.599